6
Properties=species:S:1:pos:R:3:lowdin_charge:R:1 method="wB97M-V/def2-TZVPD" total_charge=+2 spin_multiplicity=6 gap_ev="8.155 / 6.770"
P 1.89150 0.88637 0.02961 1.037
O 2.61994 -0.44558 -0.04957 -0.374
O 0.44389 0.05913 0.27091 -0.655
F -3.95710 0.16400 -0.26242 -0.479
Dy -1.91871 0.31875 -0.15391 2.272
H 0.92047 -0.98266 0.16539 0.200